(1)
Here is the molecule C5H10N2O2 at a distorted geometry from the OMol25 dataset. Energies are from ωB97M-V/def2-TZVPD.

The geometry in XYZ format:
```
19
Properties=species:S:1:pos:R:3:nbo_charge:R:1
C 0.971 -1.191 -0.372 0.884
C -0.596 1.481 0.604 -0.258
C -0.320 0.116 1.239 -0.212
C 0.760 1.975 -1.196 -0.034
C -1.391 -1.796 -0.037 -0.397
N 0.586 1.820 -0.001 -0.399
N -0.171 -1.020 0.354 -0.461
O 1.057 -1.682 -1.459 -0.661
O 2.069 -0.653 0.203 -0.689
H -1.542 1.517 0.024 0.169
H -0.731 2.225 1.419 0.212
H 0.536 0.093 1.815 0.228
H -1.064 -0.113 1.970 0.197
H 0.118 1.832 -2.112 0.145
H 1.822 2.121 -1.562 0.153
H -2.076 -1.193 -0.578 0.192
H -0.954 -2.676 -0.639 0.237
H -1.787 -2.113 0.863 0.192
H 2.712 -0.742 -0.534 0.500
```

Computed properties:
Total charge   0
LUMO   0.91 eV
Frontier orbital gap   0.3778 Ha
Structure (SMILES)   C=NCCN(C)C(=O)O
Highest occupied orbital energy   -9.374 eV
Energy above the lowest of the compared OMol25 structures with the same formula, charge and spin   51.2 kcal/mol

---

(2)
Here is a cluster of 3 separate species, C12H15N3 in total at a distorted geometry from the OMol25 dataset. Energies are from ωB97M-V/def2-TZVPD.

The geometry in XYZ format:
```
30
Properties=species:S:1:pos:R:3:nbo_charge:R:1
N -2.725 -2.550 -5.943 -0.505
C -3.062 -1.237 -6.097 -0.073
C -4.430 -1.050 -6.283 -0.311
C -4.912 -2.335 -6.418 -0.302
C -3.883 -3.225 -6.165 -0.082
H -1.790 -2.895 -5.779 0.422
H -2.312 -0.467 -5.992 0.199
H -4.989 -0.145 -6.467 0.228
H -5.925 -2.599 -6.681 0.221
H -3.834 -4.300 -6.081 0.205
N 6.374 0.655 6.420 -0.489
C 7.372 -0.088 5.836 -0.106
C 6.637 -1.004 5.035 -0.290
C 5.313 -0.898 5.297 -0.314
C 5.143 0.154 6.145 -0.077
H 6.479 1.459 7.023 0.410
H 8.444 0.045 5.852 0.221
H 6.992 -1.788 4.383 0.214
H 4.598 -1.603 4.897 0.222
H 4.262 0.631 6.548 0.209
N -2.706 1.675 -0.407 -0.508
C -1.871 1.295 0.624 -0.068
C -1.701 2.345 1.544 -0.314
C -2.471 3.401 0.905 -0.300
C -2.980 3.002 -0.305 -0.086
H -2.996 1.093 -1.180 0.411
H -1.571 0.257 0.593 0.203
H -1.190 2.372 2.495 0.233
H -2.701 4.375 1.312 0.215
H -3.563 3.424 -1.110 0.212
```

Computed properties:
Total charge   0
LUMO   0.68 eV
Frontier orbital gap   0.3231 Ha
Structure (SMILES)   c1cc[nH]c1.c1cc[nH]c1.c1cc[nH]c1
Highest occupied orbital energy   -8.111 eV
Energy above the lowest of the compared OMol25 structures with the same formula, charge and spin   28.6 kcal/mol

---

(3)
Here is a structure of composition BCd2H28O16P at a distorted geometry from the OMol25 dataset. Energies are from ωB97M-V/def2-TZVPD.

The geometry in XYZ format:
```
48
Properties=species:S:1:pos:R:3:nbo_charge:R:1
Cd 14.935 -13.683 -4.403 0.456
Cd 21.525 -11.356 -8.817 1.498
P 18.123 -12.229 -6.658 2.432
O 17.858 -12.258 -5.167 -0.843
O 16.773 -12.793 -7.064 -0.774
O 19.250 -13.096 -7.194 -1.013
O 18.562 -10.909 -7.276 -1.055
B 24.029 -13.454 -10.379 -0.811
H 24.111 -12.460 -10.790 -0.006
H 23.871 -13.372 -9.315 0.006
H 23.159 -13.939 -10.795 -0.020
H 24.899 -14.041 -10.629 0.108
O 22.478 -8.038 -9.980 -0.959
H 21.930 -7.527 -10.575 0.481
H 23.191 -7.446 -9.742 0.484
O 13.831 -11.748 -10.616 -0.941
H 14.374 -12.149 -9.937 0.472
H 12.940 -12.029 -10.408 0.469
O 20.913 -17.330 -6.637 -0.944
H 20.580 -16.467 -6.883 0.472
H 21.762 -17.394 -7.075 0.471
O 15.999 -16.990 -4.306 -0.949
H 16.340 -17.579 -3.633 0.475
H 15.937 -17.534 -5.092 0.475
O 20.735 -14.981 -2.926 -0.944
H 20.021 -14.348 -2.999 0.469
H 20.610 -15.571 -3.669 0.474
O 15.876 -8.185 -9.704 -0.944
H 15.373 -8.963 -9.944 0.475
H 16.599 -8.522 -9.174 0.469
O 18.219 -6.775 -5.901 -0.934
H 18.561 -6.218 -6.599 0.461
H 18.354 -7.668 -6.218 0.473
O 12.075 -15.078 -5.728 -0.945
H 11.720 -15.883 -5.350 0.474
H 11.764 -15.081 -6.634 0.473
O 18.988 -9.513 -1.874 -0.935
H 18.831 -10.251 -2.463 0.472
H 19.350 -9.910 -1.082 0.463
O 19.625 -11.490 -11.974 -0.958
H 19.397 -12.282 -12.460 0.485
H 19.011 -10.828 -12.292 0.478
O 17.206 -15.568 -9.954 -0.944
H 18.143 -15.528 -9.764 0.471
H 16.801 -15.017 -9.284 0.474
O 23.325 -10.512 -5.843 -0.960
H 23.139 -10.787 -4.945 0.487
H 24.230 -10.200 -5.816 0.480
```

Computed properties:
Total charge   0
LUMO   -5.31 eV
Frontier orbital gap   0.0998 Ha
Highest occupied orbital energy   -8.025 eV
Energy above the lowest of the compared OMol25 structures with the same formula, charge and spin   307.5 kcal/mol

---

(4)
Here is a cluster of 4 separate species, C25H47I2NO6 in total at a distorted geometry from the OMol25 dataset. Energies are from ωB97M-V/def2-TZVPD.

The geometry in XYZ format:
```
81
Properties=species:S:1:pos:R:3:mulliken_charge:R:1
C 1.546 -0.817 -1.617 -0.438
C 0.354 -1.795 -1.634 -0.366
C -0.632 -1.619 -2.809 -1.067
I -1.190 -3.547 -3.605 0.066
C -1.957 -0.879 -2.530 -0.983
O -2.591 -1.442 -1.363 -0.375
C -2.241 -0.686 -0.296 0.130
O -2.428 -0.994 0.819 -0.554
O -1.667 0.461 -0.691 -0.170
C -1.897 0.609 -2.117 1.894
C -3.309 1.258 -2.327 -1.739
C -4.070 1.650 -1.052 0.173
C -5.193 2.618 -1.402 -1.330
I -6.595 2.831 0.204 -0.004
C -0.832 1.466 -2.779 -1.304
C -0.632 2.841 -2.102 -0.494
C 0.722 3.045 -1.378 -0.536
C 0.626 3.272 0.135 -0.901
N 0.448 2.007 0.853 -0.199
H 2.462 -1.332 -1.316 0.096
H 1.745 -0.395 -2.609 0.265
H 1.382 0.001 -0.909 -0.052
H 0.742 -2.816 -1.652 0.616
H -0.187 -1.718 -0.689 0.196
H -0.150 -1.125 -3.658 0.698
H -2.607 -0.989 -3.399 0.852
H -3.939 0.557 -2.886 0.526
H -3.189 2.145 -2.963 0.377
H -3.407 2.118 -0.317 0.417
H -4.486 0.759 -0.567 0.187
H -4.816 3.628 -1.575 0.483
H -5.785 2.291 -2.258 0.503
H 0.131 0.959 -2.861 0.482
H -1.201 1.604 -3.806 0.416
H -1.467 3.031 -1.414 0.210
H -0.708 3.614 -2.876 0.504
H 1.364 2.169 -1.522 0.038
H 1.239 3.895 -1.839 0.416
H -0.205 3.966 0.337 0.343
H 1.543 3.758 0.488 0.386
H -0.483 1.877 1.227 0.135
H 1.129 1.888 1.592 0.090
C -4.844 -3.006 2.779 -0.432
C -5.819 -4.086 2.314 -0.562
C -7.156 -3.492 2.737 -0.452
O -7.011 -2.076 2.643 -0.431
C -5.631 -1.739 2.475 -0.140
H -3.884 -3.027 2.269 0.252
H -4.667 -3.095 3.854 0.286
H -5.774 -4.190 1.228 0.257
H -5.635 -5.064 2.759 0.358
H -7.398 -3.762 3.771 0.267
H -7.986 -3.800 2.098 0.259
H -5.463 -1.410 1.445 0.033
H -5.389 -0.911 3.142 0.292
C 6.869 -1.658 -1.658 -0.615
C 7.193 -0.474 -2.568 -0.546
C 5.801 0.061 -2.876 -0.483
O 5.005 -0.213 -1.723 -0.332
C 5.696 -1.110 -0.855 -0.220
H 7.702 -1.966 -1.027 0.355
H 6.554 -2.518 -2.253 0.284
H 7.775 0.272 -2.024 0.259
H 7.744 -0.751 -3.465 0.334
H 5.365 -0.448 -3.743 0.299
H 5.785 1.136 -3.064 0.274
H 6.042 -0.561 0.028 0.140
H 5.001 -1.884 -0.527 0.266
C 4.401 0.175 4.507 -0.561
C 2.926 0.352 4.864 -0.626
C 2.597 1.649 4.139 -0.329
O 3.421 1.679 2.973 -0.422
C 4.425 0.666 3.064 -0.230
H 4.754 -0.851 4.604 0.337
H 5.023 0.813 5.138 0.267
H 2.339 -0.472 4.453 0.269
H 2.734 0.409 5.934 0.357
H 2.819 2.523 4.761 0.289
H 1.553 1.710 3.825 0.268
H 4.183 -0.143 2.367 0.154
H 5.383 1.100 2.772 0.237
```

Computed properties:
Total charge   0
LUMO   0.45 eV
Frontier orbital gap   0.3437 Ha
Structure (SMILES)   CC[C@@H](I)[C@H]1OC(=O)O[C@@]1(CCCI)CCCCN.C1CCOC1.C1CCOC1.C1CCOC1
Highest occupied orbital energy   -8.903 eV

---

- Look up the highest occupied orbital energy of the first one.
  -9.374 eV

---

- Number 1 is which compound?
  C5H10N2O2

---

Please write out number 2 again, unchanged.
Here is a cluster of 3 separate species, C12H15N3 in total at a distorted geometry from the OMol25 dataset. Energies are from ωB97M-V/def2-TZVPD.

The geometry in XYZ format:
```
30
Properties=species:S:1:pos:R:3:nbo_charge:R:1
N -2.725 -2.550 -5.943 -0.505
C -3.062 -1.237 -6.097 -0.073
C -4.430 -1.050 -6.283 -0.311
C -4.912 -2.335 -6.418 -0.302
C -3.883 -3.225 -6.165 -0.082
H -1.790 -2.895 -5.779 0.422
H -2.312 -0.467 -5.992 0.199
H -4.989 -0.145 -6.467 0.228
H -5.925 -2.599 -6.681 0.221
H -3.834 -4.300 -6.081 0.205
N 6.374 0.655 6.420 -0.489
C 7.372 -0.088 5.836 -0.106
C 6.637 -1.004 5.035 -0.290
C 5.313 -0.898 5.297 -0.314
C 5.143 0.154 6.145 -0.077
H 6.479 1.459 7.023 0.410
H 8.444 0.045 5.852 0.221
H 6.992 -1.788 4.383 0.214
H 4.598 -1.603 4.897 0.222
H 4.262 0.631 6.548 0.209
N -2.706 1.675 -0.407 -0.508
C -1.871 1.295 0.624 -0.068
C -1.701 2.345 1.544 -0.314
C -2.471 3.401 0.905 -0.300
C -2.980 3.002 -0.305 -0.086
H -2.996 1.093 -1.180 0.411
H -1.571 0.257 0.593 0.203
H -1.190 2.372 2.495 0.233
H -2.701 4.375 1.312 0.215
H -3.563 3.424 -1.110 0.212
```

Computed properties:
Total charge   0
LUMO   0.68 eV
Frontier orbital gap   0.3231 Ha
Structure (SMILES)   c1cc[nH]c1.c1cc[nH]c1.c1cc[nH]c1
Highest occupied orbital energy   -8.111 eV
Energy above the lowest of the compared OMol25 structures with the same formula, charge and spin   28.6 kcal/mol